C36H39N3O5S2 | wB97M-V/def2-TZVPD

Output
orbital gap = 6.43 eV
energy above the lowest of the compared OMol25 structures with the same formula, charge and spin = 20.26 kcal per mole
total energy = -74337.72329 eV
HOMO = -6.2 eV

Last column: Mulliken charge in e.
Element x y z (Å)
H1 0.10 1.33 -2.76  0.391
H2 -3.41 2.01 6.44  0.309
H3 -4.13 -4.15 -2.13  0.333
C1 -0.85 -6.03 -3.70  -1.227
H4 4.06 2.79 2.21  0.436
C2 0.20 -3.06 -1.76  -0.483
H5 -2.55 1.31 7.85  0.243
C3 3.73 -3.46 -2.94  -0.758
C4 -0.78 -2.16 -1.32  0.855
H6 6.11 4.22 2.11  0.374
H7 -3.31 -1.22 0.17  0.271
C5 3.98 3.87 2.15  -0.201
H8 5.55 -3.11 -1.81  0.390
C6 -0.01 -5.49 -2.56  0.396
O1 2.21 1.81 -1.38  -0.696
H9 -2.43 5.55 -2.00  0.394
N1 -0.46 -4.09 -2.37  0.694
C7 -1.89 4.61 -2.16  -0.645
H10 1.04 -5.44 -2.84  0.153
C8 0.01 3.20 -1.69  0.096
S1 1.51 2.91 -0.75  1.436
C9 3.78 -2.69 -0.63  -0.891
H11 -1.90 -5.75 -3.55  0.273
H12 0.11 -7.33 -1.45  0.442
H13 -0.93 -1.33 4.65  0.433
C10 -1.70 0.68 4.77  0.809
H14 -1.51 -0.36 -0.49  0.167
N2 -1.97 -2.71 -1.81  0.968
C11 -0.18 -6.29 -1.27  -1.466
C12 3.72 6.66 2.06  -0.683
H15 -0.50 -5.61 -4.65  0.332
H16 -2.52 2.70 4.50  0.333
H17 1.84 -2.39 0.31  0.591
H18 -3.32 3.83 -3.58  0.369
H19 -2.07 1.69 -3.93  0.422
C13 -0.66 1.01 2.15  0.004
H20 -5.18 -2.83 -2.68  0.472
N3 -1.79 -3.87 -2.39  -1.057
C14 1.65 -3.03 -1.74  0.664
H21 1.59 6.29 2.07  0.395
C15 -1.06 -0.40 4.10  -0.783
C16 0.92 2.37 0.85  -1.182
C17 4.46 -3.09 -1.79  -0.382
C18 -1.68 2.46 -3.25  -0.632
H22 -0.76 -7.12 -3.75  0.429
O2 1.44 2.67 3.45  -0.662
C19 -0.59 -0.23 2.81  -0.085
H23 0.35 -0.89 -0.11  -0.178
H24 -0.18 0.89 -0.04  -0.277
H25 -0.10 -1.06 2.29  0.404
H26 -3.74 -2.96 0.18  0.300
C20 -1.97 1.87 4.04  -0.417
H27 4.25 -3.80 -3.84  0.384
H28 5.88 6.71 2.04  0.371
S2 1.23 3.47 2.26  1.704
H29 0.45 -5.88 -0.48  0.336
H30 4.35 -2.40 0.25  0.412
H31 -1.23 -6.27 -0.95  0.314
C21 -0.70 4.38 -1.47  -0.322
C22 -4.14 -3.16 -2.60  -1.636
C23 2.34 -3.40 -2.92  -0.499
C24 -2.44 1.68 6.83  -0.804
O3 2.13 4.21 -0.59  -0.613
C25 5.12 4.68 2.11  -0.710
C26 -0.47 2.24 -2.59  -0.108
C27 -0.64 -1.00 -0.54  -0.868
O4 0.14 4.44 2.20  -0.673
C28 -3.34 -2.18 -1.78  0.475
H32 -3.30 -1.20 -2.27  0.171
C29 0.04 1.32 0.91  0.549
C30 4.99 6.07 2.06  -0.364
H33 -1.72 2.51 6.80  0.342
C31 -1.45 2.02 2.77  -0.362
H34 -0.32 5.11 -0.75  0.382
C32 -3.85 -2.01 -0.37  -1.137
O5 -1.95 0.54 6.09  -0.446
C33 2.72 4.47 2.10  -0.042
H35 1.77 -3.62 -3.83  0.554
H36 -4.91 -1.76 -0.39  0.402
H37 3.60 7.74 2.03  0.367
H38 -3.73 -3.27 -3.61  0.391
C34 2.58 5.85 2.08  -0.188
H39 -1.69 2.92 2.22  0.478
C35 2.39 -2.66 -0.60  -0.317
C36 -2.39 3.65 -3.05  -0.419

C36H39N3O5S2 | wB97M-V/def2-TZVPD

Output
orbital gap = 6.10 eV
energy above the lowest of the compared OMol25 structures with the same formula, charge and spin = 18.38 kcal per mole
total energy = -74337.80505 eV
HOMO = -6.2 eV

Last column: Mulliken charge in e.
Element x y z (Å)
C1 2.09 -2.70 3.37  -0.296
O1 -3.48 -1.76 2.64  -0.683
H1 -5.58 3.62 5.22  0.240
C2 4.16 -1.50 2.95  -0.386
C3 0.61 3.59 -5.25  -1.395
C4 -0.94 -1.94 1.96  -1.011
C5 -1.42 -1.27 -4.34  -0.798
C6 2.19 4.04 0.12  -1.283
H2 0.94 4.36 -4.54  0.300
H3 -0.25 -0.52 0.57  0.226
H4 2.24 -0.22 -5.15  0.498
H5 1.68 3.32 0.78  0.326
O2 -4.39 3.04 3.69  -0.437
C7 -3.65 -6.77 3.12  -0.375
H6 -1.23 -2.61 -6.03  0.384
S1 0.19 -3.19 1.42  1.374
C8 -2.49 -4.94 4.21  -0.154
H7 3.65 2.58 -0.32  0.051
H8 3.49 5.10 -2.03  0.350
C9 1.21 -0.52 -4.93  -0.432
H9 -2.45 -1.55 -4.12  0.399
N1 2.02 2.04 -3.99  0.744
H10 -3.55 -4.02 1.11  0.428
C10 -2.96 -6.26 4.23  -0.673
H11 3.55 3.63 -5.13  0.248
C11 -0.80 -0.30 -3.56  -0.486
H12 0.92 1.50 0.18  -0.030
S2 -2.28 -2.41 3.11  1.643
C12 -1.64 0.42 2.02  0.020
C13 0.51 0.14 -3.88  0.716
C14 -2.51 1.49 4.03  -0.415
C15 4.03 4.25 -1.61  -1.533
C16 -0.74 -1.87 -5.41  -0.396
C17 -3.36 2.28 3.21  0.791
C18 1.76 -2.58 2.02  0.142
H13 4.77 4.63 -0.91  0.475
O3 -1.76 -2.18 4.45  -0.708
H14 -4.36 -6.37 1.12  0.374
C19 -2.68 -4.16 3.07  -0.003
C20 1.21 1.24 -3.24  -0.812
H15 -1.00 0.01 4.06  0.523
H16 1.43 4.67 -0.37  0.313
C21 1.37 1.63 -1.90  1.896
C22 3.00 3.12 -5.93  -1.191
H17 -3.81 2.95 1.21  0.435
C23 2.60 -1.90 1.14  -0.103
C24 -0.89 -0.68 1.44  0.181
C25 3.29 -2.15 3.84  -0.663
C26 -1.67 0.58 3.42  -0.178
C27 -2.33 1.37 1.23  -0.456
H18 3.54 -2.23 4.90  0.382
H19 -1.31 0.18 -2.72  0.564
H20 1.39 -3.18 4.06  0.401
H21 1.40 1.68 -5.95  0.191
O4 -0.07 -4.40 2.16  -0.621
N2 2.69 2.91 -3.19  -1.151
H22 -4.03 -7.80 3.15  0.363
C28 -4.70 2.99 5.10  -0.792
H23 4.52 3.73 -2.43  0.344
H24 -0.32 3.13 -4.90  0.310
H25 0.43 4.06 -6.22  0.456
H26 5.09 -1.07 3.32  0.364
C29 3.82 -1.39 1.60  -0.664
C30 -3.84 -5.98 1.99  -0.691
H27 -2.19 1.36 0.14  0.336
C31 0.60 -1.53 -5.67  -0.752
H28 -4.92 1.96 5.43  0.339
H29 -2.80 -6.87 5.12  0.373
C32 3.07 3.33 -0.88  0.617
C33 -3.37 -4.66 1.97  -0.274
H30 1.16 -2.04 -6.44  0.399
H31 4.48 -0.89 0.89  0.412
H32 3.62 2.34 -6.37  0.318
C34 1.71 2.55 -5.36  0.415
H33 -1.99 -4.51 5.08  0.397
H34 -3.86 3.38 5.70  0.313
C35 0.67 1.13 -0.80  -0.870
H35 2.29 -1.76 0.11  0.397
H36 -2.55 1.55 5.12  0.360
H37 -0.15 0.48 -1.06  -0.729
H38 2.80 4.71 0.75  0.408
N3 2.33 2.64 -1.95  0.919
C36 -3.20 2.27 1.80  -0.725
O5 0.23 -3.16 -0.02  -0.691
H39 2.76 3.85 -6.72  0.396